# 1
DFT (the ωB97M-V functional and the def2-TZVPD basis) results for a cluster of 12 separate species, C5H37N2O11 in total.

Atoms and positions in Å:
N -0.71459 1.50488 2.24781
C 0.10830 0.89161 1.07263
C 1.56165 0.92471 1.45325
C -0.32930 -0.55934 0.84206
N -1.61975 -0.57937 0.15760
C -2.38088 -1.90366 0.14711
C -3.24983 -1.95721 1.44955
H -0.98905 2.42381 1.95272
H -1.55120 0.95507 2.39537
H -0.01986 1.66096 2.97637
H -0.13097 1.52043 0.22795
H 2.19689 1.18878 0.57766
H 1.87970 -0.00641 1.98040
H 1.92557 1.87955 1.92630
H 0.51207 -1.06576 0.25471
H -0.43281 -1.15417 1.78583
H -1.51903 -0.34347 -0.90909
H -2.84861 -1.88858 -0.85170
H -1.67986 -2.70346 0.17819
H -3.33428 -0.95680 1.96930
H -2.94966 -2.85924 1.96523
H -4.27314 -2.00901 1.00694
H 2.74112 -0.68209 -0.46345
H 4.23828 -0.65698 -0.40046
O 3.46792 -0.92641 0.11311
H 2.99068 -1.80915 2.03202
H 1.69135 -1.66347 2.99113
O 2.11224 -2.15159 2.24907
H -0.02991 2.92944 -2.79988
H -1.11880 1.88029 -2.69339
O -0.58100 2.43927 -2.13835
H -1.69055 -0.38944 -3.65763
H -0.36932 -0.87430 -2.81210
O -1.05699 -0.20197 -2.95543
H 2.31389 1.84444 -3.63583
H 1.85382 1.17391 -4.94029
O 1.69917 1.94995 -4.38854
H 1.45117 -4.10285 -0.27999
H 1.70686 -2.86513 0.42006
O 1.81250 -3.23222 -0.48867
H -4.76412 0.61886 0.38603
H -3.24300 0.51113 0.39261
O -3.95279 1.17269 0.37268
H 1.82410 -2.31736 -2.97575
H 1.20398 -1.94989 -1.64428
O 1.13504 -1.72887 -2.61518
H -2.39035 3.89990 0.57429
H -2.96333 2.49215 0.90208
O -2.48772 3.24302 1.26616
H 0.76816 1.42513 -1.65098
H 1.63838 0.44332 -2.36543
O 1.72352 1.06563 -1.62999
H 2.35875 0.22297 4.35964
H 1.02466 -0.24394 4.84717
O 1.54587 -0.09365 3.98907

## Properties
* energy above the lowest of the compared OMol25 structures with the same formula, charge and spin: 3.508 eV
* orbital gap: 9.88 eV
* F_max: 0.072 Eh/bohr
* charge: +1
* E_LUMO: -2.60 eV
* electronic energy: -1149.6065 hartree

Quick look at the natural (NBO) charges, all values in e: -0.713, -0.047, -0.708, -0.242, -0.724, -0.220, -0.656, 0.469, 0.436, 0.445, 0.238, 0.287, 0.257, 0.222, 0.199, 0.208, 0.419, 0.210, 0.183, 0.211, 0.234, 0.227, 0.481, 0.483, -0.962, 0.508, 0.501, -1.001, 0.503, 0.503, -0.964, 0.496, 0.519, -1.018, 0.482, 0.475, -0.958, 0.484, 0.506, -0.974, 0.494, 0.494, -0.989, 0.504, 0.509, -1.007, 0.494, 0.505, -0.990, 0.501, 0.484, -1.021, 0.495, 0.494, -0.965

=====

# 2
DFT (the ωB97M-V functional and the def2-TZVPD basis) results for a cluster of 13 separate species, C5H38N2O13 in total.

Atoms and positions in Å:
N -2.30230 2.68906 1.96869
C -1.31677 2.15109 1.00326
C -1.89589 1.23425 -0.08255
C -0.05196 1.63601 1.69017
N 0.82781 1.16418 0.63409
C 2.28008 1.24477 0.85420
C 2.92672 0.86870 -0.49281
O 2.96390 -0.54830 -0.59470
H -3.19986 2.25120 1.90686
H -2.27849 3.67905 2.05473
H -0.98870 3.11588 0.56760
H -1.08035 0.81878 -0.63396
H -2.66308 0.63211 0.40262
H -2.39174 1.89709 -0.79463
H -0.34953 0.85390 2.40871
H 0.35991 2.40365 2.34947
H 0.59415 0.20624 0.39493
H 2.51833 2.29896 1.03320
H 2.62904 0.51342 1.59715
H 2.28012 1.26986 -1.26927
H 4.00263 1.07243 -0.50841
H 2.24248 -1.05447 -0.99201
H 0.51217 -0.60323 2.62806
H 0.45778 -2.03459 2.65820
O 0.04378 -1.28705 3.11960
H 0.73210 -1.41247 -2.51260
H 0.83958 -2.80514 -2.12689
O 1.41751 -2.04567 -2.16353
H 1.99910 -3.00948 0.67111
H 1.92749 -3.25350 2.26203
O 1.42716 -3.10324 1.45656
H -0.68288 -2.28231 -0.03512
H -1.31328 -1.16966 0.71453
O -0.60036 -1.32670 0.11128
H 0.82413 2.39398 -2.32550
H 0.08810 2.12238 -1.03939
O 0.00166 1.97298 -1.99637
H -1.00032 3.65844 -4.21859
H -0.82573 3.29558 -2.70426
O -1.30023 3.88367 -3.33429
H 1.48247 4.31912 -1.30115
H 0.58668 4.59481 -2.46274
O 1.45385 4.21228 -2.26063
H -0.84157 -0.40045 -2.27202
H -0.26068 0.64017 -3.27671
O -0.45999 -0.30140 -3.15269
H 0.36877 -3.99359 0.33176
H -0.82094 -4.83731 -0.21410
O -0.17898 -4.16563 -0.45777
H 2.57119 -4.31105 -1.12696
H 3.28837 -3.05876 -1.21063
O 3.15367 -3.77574 -0.57279
H -2.31456 -2.50411 3.74761
H -2.37009 -1.11748 3.18290
O -2.85005 -1.95381 3.17605
H -4.33474 -2.96433 0.78102
H -3.80130 -1.76815 1.60248
O -4.32639 -2.00644 0.82421

## Properties
* energy above the lowest of the compared OMol25 structures with the same formula, charge and spin: 3.148 eV
* orbital gap: 9.11 eV
* F_max: 0.048 Eh/bohr
* E_LUMO: 0.07 eV
* electronic energy: -1300.8975 hartree

Quick look at the natural (NBO) charges, all values in e: -0.869, -0.036, -0.653, -0.239, -0.708, -0.236, -0.064, -0.796, 0.369, 0.373, 0.156, 0.233, 0.209, 0.229, 0.163, 0.205, 0.410, 0.185, 0.185, 0.170, 0.189, 0.505, 0.470, 0.487, -0.971, 0.510, 0.483, -1.000, 0.530, 0.495, -1.013, 0.501, 0.479, -0.979, 0.505, 0.515, -1.023, 0.468, 0.486, -0.985, 0.470, 0.492, -0.950, 0.488, 0.506, -0.964, 0.504, 0.484, -0.997, 0.475, 0.498, -0.945, 0.489, 0.490, -0.965, 0.465, 0.489, -0.967

=====

# 3
DFT (the ωB97M-V functional and the def2-TZVPD basis) results for a cluster of 13 separate species, C5H38NO13 in total.

Atoms and positions in Å:
C -3.24165 -1.27493 0.30533
N -2.27338 -0.40612 1.03728
C -2.83589 0.99567 1.32250
C -1.95301 -1.08138 2.33583
C -0.92662 -0.36514 0.23077
C -0.78622 0.43192 -1.07562
O -1.04800 1.78936 -1.02597
H -3.59264 -0.77304 -0.56993
H -4.10905 -1.46235 0.96931
H -2.74886 -2.22247 0.15818
H -2.05137 1.67154 1.62899
H -3.47119 0.76386 2.18922
H -3.48412 1.37765 0.49636
H -2.87322 -1.15350 2.87677
H -1.22248 -0.50651 2.94562
H -1.64062 -2.08041 2.10681
H -0.55540 -1.37492 0.21654
H -0.32448 0.13567 0.99397
H -1.43847 -0.14372 -1.77588
H 0.17461 0.10640 -1.54072
H -0.25301 2.28668 -0.80835
O 5.49059 0.08324 2.31308
H 6.11763 0.49668 1.70467
H 5.88312 0.11584 3.18486
O -3.89607 1.65385 -2.05304
H -2.94871 1.48099 -2.10572
H -3.85653 2.64996 -2.08015
O -4.93333 -0.76512 -2.54751
H -5.65775 -0.70584 -3.13560
H -4.47671 0.16853 -2.41968
O 3.89605 -1.82870 2.11947
H 4.78387 -1.41465 2.21014
H 3.90347 -2.68294 2.61254
O 1.57286 2.39683 -0.14355
H 2.27513 3.02811 -0.43241
H 2.12041 1.62988 0.18076
O -3.22632 -3.13119 -3.38468
H -3.88564 -2.52203 -3.11135
H -3.65032 -3.49107 -4.22395
O 2.08675 0.30171 1.55885
H 2.02424 0.94934 2.28838
H 2.72779 -0.38985 1.78842
O 5.45051 0.54950 -0.45214
H 4.80077 -0.14371 -0.40347
H 5.76554 0.61440 -1.36856
O 4.28379 3.25342 -0.65203
H 4.63640 2.39286 -0.26680
H 4.83388 3.20344 -1.48775
O 2.13290 -1.42021 -1.10219
H 1.48122 -2.17660 -1.06456
H 2.64577 -1.61979 -0.31187
O 0.18677 2.49278 2.56489
H -0.08157 3.28873 2.96407
H 0.69846 2.78760 1.76952
O -0.65603 -2.49012 -2.17034
H -0.45709 -2.36308 -3.10990
H -1.41672 -3.10709 -2.24943

## Properties
* energy above the lowest of the compared OMol25 structures with the same formula, charge and spin: 0.579 eV
* orbital gap: 11.21 eV
* F_max: 0.064 Eh/bohr
* charge: +1
* E_LUMO: -2.04 eV
* electronic energy: -1245.9547 hartree

Quick look at the natural (NBO) charges, all values in e: -0.408, -0.206, -0.414, -0.407, -0.235, -0.120, -0.760, 0.246, 0.220, 0.223, 0.258, 0.204, 0.252, 0.217, 0.249, 0.222, 0.232, 0.232, 0.184, 0.245, 0.525, -0.961, 0.508, 0.488, -0.969, 0.498, 0.509, -1.021, 0.482, 0.512, -1.014, 0.507, 0.488, -1.032, 0.515, 0.515, -0.979, 0.495, 0.481, -1.006, 0.495, 0.513, -0.973, 0.494, 0.492, -0.971, 0.495, 0.474, -0.953, 0.486, 0.470, -0.978, 0.474, 0.501, -0.984, 0.485, 0.503

=====

# 4
DFT (the ωB97M-V functional and the def2-TZVPD basis) results for a cluster of 14 separate species, C5H38NO14S in total.

Atoms and positions in Å:
C 1.00819 0.65236 0.50482
N 0.10571 0.13283 -0.56799
C 0.88791 0.46799 -2.03039
O 1.05209 1.72833 -2.21185
C 0.41660 0.57128 1.93218
C -0.89803 1.34664 2.12245
C -0.76113 2.83354 2.02766
S -0.24590 3.53243 3.64764
H 1.20692 1.70001 0.23021
H 1.82140 -0.03088 0.59124
H -0.83211 0.54351 -0.49833
H 1.65145 -0.31295 -1.93169
H 0.24640 -0.03059 -2.76682
H 1.07562 0.88941 2.74527
H 0.25820 -0.49270 2.29921
H -1.32931 1.08682 3.12800
H -1.68989 0.93895 1.45603
H -1.76938 3.22995 1.55669
H -0.00683 3.24532 1.26133
H -0.13460 2.47892 4.50733
H -3.60792 -0.35546 0.45311
H -5.13575 0.11883 0.54576
O -4.26586 0.25084 0.92549
H -1.49340 -3.83211 -1.97272
H -2.77219 -3.08305 -1.98555
O -2.37304 -3.87329 -2.39623
H 4.03801 -0.81440 1.61998
H 2.83999 -1.89321 1.86998
O 3.75172 -1.64663 1.99297
H 1.72625 -4.30213 1.60607
H 0.80054 -3.41116 0.75227
O 1.31135 -3.42760 1.63487
H -3.44019 1.97357 -0.46605
H -3.44147 1.77609 0.88081
O -3.13900 2.51328 0.28249
H 0.83535 3.25978 -3.08337
H -0.43636 4.11951 -3.14381
O 0.40267 3.97105 -3.57999
H 3.68852 2.56466 -1.52419
H 2.11366 2.24112 -1.31691
O 2.96861 2.62878 -0.87799
H 2.86804 1.57717 2.74385
H 3.03010 1.79606 1.18220
O 3.38353 1.36746 1.96966
H -1.28663 1.48323 -2.39855
H -2.68333 2.23669 -2.21586
O -2.22381 1.39746 -2.14548
H -1.60387 -2.55834 0.20092
H -2.01604 -2.11017 1.66789
O -2.26648 -2.01820 0.73846
H 2.53496 -3.11036 -0.68888
H 1.13785 -3.63825 -0.90753
O 2.13567 -3.70913 -1.32968
H 1.29043 -2.93515 -2.41604
H -0.10143 -2.55377 -2.18918
O 0.53367 -2.42121 -2.89441
H -0.11033 -0.89931 -0.51792
H -0.83108 -3.95785 -0.60619
O -0.22601 -3.23598 -0.41322

## Properties
* ⟨S²⟩: 0.7544
* orbital gap (spin up / spin down): 8.50 / 2.38 eV
* F_max: 0.046 Eh/bohr
* spin multiplicity: 2
* E_LUMO (spin up / spin down): -1.30 / -6.82 eV
* electronic energy: -1719.3585 hartree

Quick look at the natural (NBO) charges, all values in e: -0.257, -0.627, 0.151, -0.785, -0.419, -0.445, -0.616, 0.515, 0.223, 0.253, 0.417, 0.183, 0.199, 0.203, 0.252, 0.219, 0.248, 0.382, 0.301, 0.154, 0.523, 0.495, -0.990, 0.453, 0.459, -0.918, 0.488, 0.492, -0.984, 0.474, 0.497, -1.026, 0.487, 0.495, -0.992, 0.499, 0.449, -0.957, 0.482, 0.483, -1.033, 0.456, 0.500, -0.953, 0.502, 0.480, -0.977, 0.513, 0.477, -1.035, 0.466, 0.491, -0.988, 0.491, 0.457, -1.018, 0.458, 0.453, -1.202

=====

Question: Among the records above, which one has the highest electronic energy?
Answer: C5H37N2O11